Molecular formula: C24H28ClN2O4S
Method: DFT, ωB97M-V with the def2-TZVPD basis set

Net charge = +1
Frontier orbital gap = 7.705 eV
Largest force on an atom = 19.66 eV/A

```
60
Properties=species:S:1:pos:R:3:forces:R:3:mulliken_charge:R:1
C -0.473844 -2.234863 -3.050010 -2.79 0.79 -1.29 -1.491
C -0.271103 -0.824117 -2.600686 -10.23 0.39 -3.21 0.289
O 0.913942 -0.693977 -2.265114 10.48 1.06 6.08 -0.236
C 1.399921 -1.287967 -1.049240 -0.31 2.86 -4.31 -0.582
C 2.752288 -1.357329 -0.956217 -3.33 8.68 -15.67 -0.391
C 3.568791 -1.831728 -0.249354 6.26 -6.53 11.69 1.704
C 5.004779 -1.770857 -0.080469 4.04 0.06 -6.54 -1.438
N 5.399845 -0.333594 -0.004013 3.76 -1.43 7.46 0.134
C 5.252512 -0.030589 1.564804 7.38 8.41 -4.79 -0.831
C 4.806247 1.500811 1.966785 0.54 -0.65 -14.76 -1.752
C 3.428500 1.669232 1.081731 -0.20 -0.64 5.53 0.710
C 2.199241 1.327409 1.849922 16.66 -2.24 7.52 0.175
C 1.144469 1.229725 1.335009 -0.76 4.96 -11.81 -3.124
C 0.809862 1.905514 0.142692 7.16 0.27 -5.81 1.041
S -0.603752 1.946980 -0.742660 5.00 13.63 -4.65 1.134
N -1.198199 3.597152 -0.041448 15.39 0.04 -12.23 -0.649
O -0.451709 2.075245 -2.162918 1.28 0.60 0.78 -0.654
O -1.530804 1.158058 -0.334003 -10.81 -10.85 5.97 -0.479
C 1.958964 2.197005 -0.777111 -0.56 -0.85 2.96 -0.556
C 3.262347 1.987207 -0.199226 0.89 3.27 -2.95 -0.194
C 2.879027 -2.449147 0.823215 3.78 -1.53 2.98 -0.460
C 1.585899 -2.503286 0.956680 -5.95 0.94 0.69 -1.074
C 0.729791 -1.612428 0.013849 -2.13 -4.94 2.81 0.874
O -0.653997 -1.621589 -0.080276 2.05 -1.93 0.97 0.255
C -1.268414 -2.302121 1.051194 -1.11 18.12 1.10 -1.633
C -2.640069 -1.425604 1.053231 4.15 -9.24 -9.57 0.683
C -3.173852 -0.655981 1.840128 -2.80 8.02 13.95 0.200
C -4.472893 -0.081784 1.923116 1.13 -1.17 -3.95 -0.921
C -5.100423 -0.489361 0.707939 -5.01 6.68 6.24 0.267
Cl -6.791056 0.517797 0.582807 1.86 -1.65 -0.28 -0.284
C -4.684288 -1.251590 -0.224819 2.62 -3.46 -7.93 -0.483
C -3.308764 -1.681983 -0.182251 -4.70 3.97 5.56 -0.791
H -0.492879 -2.956201 -2.279831 -0.16 -0.56 1.37 0.247
H -1.468015 -2.276859 -3.576526 1.22 -0.42 -0.01 0.390
H 0.393100 -2.427666 -3.588650 1.11 -0.91 -1.94 0.479
H -0.397790 0.005294 -3.425463 -0.35 -1.95 1.09 0.356
H -1.117997 -0.659281 -1.853494 1.38 0.58 -0.79 -0.143
H 3.298665 -0.823195 -2.038606 -1.75 -1.20 2.69 0.119
H 5.615117 -2.427689 0.596352 -1.17 0.76 -0.53 0.357
H 5.459250 -1.850607 -1.245835 -0.99 -1.15 2.77 0.391
H 6.401516 -0.029681 -0.188274 -1.80 -0.73 -0.44 0.454
H 4.715613 0.144471 -0.409959 -3.39 3.20 -2.94 0.076
H 4.570649 -0.427315 2.019075 -7.21 -6.19 4.18 0.517
H 6.261140 -0.120995 1.901461 0.37 -0.81 0.67 0.568
H 4.867001 1.656105 2.877378 -0.39 1.19 8.82 0.734
H 5.565227 2.260839 1.449778 -1.36 -1.56 1.14 0.311
H 2.482853 0.721765 2.853580 -1.05 1.81 -1.96 0.182
H 0.356209 1.058042 1.588478 -15.30 -5.09 7.31 1.974
H -1.866835 3.529512 0.435256 -13.08 -1.24 8.55 0.205
H -1.116225 4.312361 -0.823968 -0.70 -1.23 1.87 0.242
H 2.078239 2.567220 -1.813875 -1.40 -0.23 0.79 0.360
H 4.073221 2.551833 -0.835694 -1.00 -1.75 1.27 0.236
H 3.520365 -2.829207 1.657303 -0.72 -0.33 -0.78 0.297
H 1.062938 -3.140255 1.781424 1.13 1.58 -1.56 0.296
H -0.813877 -1.585378 1.838498 -0.11 -2.53 0.12 0.631
H -1.264900 -3.195233 1.190865 0.08 -10.72 0.94 0.815
H -2.651968 -0.365391 3.028553 -0.69 -1.11 -3.61 -0.003
H -4.800706 0.742052 2.595464 0.23 -1.23 -0.60 0.392
H -5.273930 -1.410329 -1.281556 1.27 0.31 3.11 0.246
H -3.052920 -2.415688 -0.748193 2.07 -4.13 -4.05 0.821
```
Forces are in eV/Å.